[1]
This record from the Open Molecules 2025 dataset describes a molecular structure, C20H25ClN2OTi. The level of theory is wB97M-V/def2-TZVPD.

```
50
Properties=species:S:1:pos:R:3:lowdin_charge:R:1
H -1.6034 1.1087 -3.7633 0.0656
C 0.4042 -0.7300 -3.8161 -0.0934
H -0.3877 0.8903 5.0668 0.1290
C -2.3643 -0.1498 -0.4563 -0.0805
C 1.0972 -2.2158 1.4978 -0.0990
H 2.4833 -0.7181 0.4789 0.1385
C 1.2952 -2.0678 -0.8198 -0.0372
Ti -0.6930 -1.2527 0.5423 1.0686
H -3.0330 -1.9328 2.3434 0.1432
C 0.2849 -3.0333 -0.5442 -0.1003
C -2.3855 -1.5142 -0.9386 -0.1086
Cl 1.2470 1.6836 -2.6537 0.6476
H -2.7818 0.6641 1.6083 0.1400
H -2.0668 0.7360 -1.0342 0.1421
C 0.5663 0.8098 -4.0638 -0.9232
N -0.0225 0.4447 1.7787 -0.0526
H 2.5917 0.7901 -4.9078 0.0823
C 0.8948 2.1125 3.7668 -0.0723
C -2.7853 -1.5833 1.3462 -0.1026
C 1.3140 2.2674 2.4465 0.0609
H 1.1753 1.5125 0.4179 0.1051
C -0.8090 1.3440 -4.4848 -0.1074
O 2.6079 3.5540 4.5204 0.1025
H 1.3008 -1.1271 -3.3291 0.0382
H 1.7375 -1.8535 -1.7818 0.1067
H -0.4634 -3.8718 1.4496 0.1394
H -0.4062 -0.9494 -3.0915 0.0460
H 1.2621 -2.0390 2.5637 0.1413
H 1.3840 3.4942 6.7801 0.1292
H 2.0390 3.0166 2.2015 0.1382
N 1.0086 2.9201 6.0445 0.1918
C 1.5778 2.9450 4.7937 -0.4593
C 1.5881 1.1429 -5.1642 -0.1309
H -2.2075 -1.8118 -1.9641 0.1268
H -0.2353 -3.6155 -1.2942 0.1407
H 1.7058 2.2307 -5.2351 0.0831
C -2.6606 -2.3849 0.1653 -0.0950
H 1.2984 0.7681 -6.1460 0.0944
H 0.0957 2.5027 6.2085 0.1026
H -0.8020 2.4379 -4.5718 0.0898
H -2.8704 -3.4450 0.1079 0.1484
H 0.1953 -1.3649 -4.7274 0.1226
H -1.1022 -0.5805 3.2819 0.1261
C 1.7352 -1.5051 0.4109 -0.0612
H -1.1076 0.9424 -5.4725 0.1063
C -2.6440 -0.1999 0.9626 -0.1095
C -0.0270 1.1032 4.0651 0.0422
C 0.8589 1.4244 1.4590 -0.0508
C -0.4693 0.2831 3.0464 -0.1108
C 0.1787 -3.1827 0.9057 -0.1443
```

Properties
HOMO-LUMO gap	0.245	Ha
LUMO energy	-0.325	Eh
total charge	+2

***

[2]
This record from the Open Molecules 2025 dataset describes 6 unconnected molecules or ions with the total composition C44H92N4O8S2. The level of theory is wB97M-V/def2-TZVPD.

```
150
Properties=species:S:1:pos:R:3:lowdin_charge:R:1
H 5.0391 1.5393 2.0086 0.0693
C 3.3269 4.4199 3.9665 -0.5078
C 1.6784 -1.3854 -0.0658 -0.1873
H -1.8265 -2.0012 7.4313 0.1174
H 4.4384 -2.2589 1.5723 0.0919
H -3.6600 -7.2364 -8.0336 0.0761
H -1.4044 -0.0674 2.6635 0.0826
N -5.5899 3.3706 -2.9610 -0.0939
H -5.1045 4.8421 -4.9466 0.1210
H -0.3433 0.4266 8.6732 0.0819
H 3.9654 6.2733 4.7581 0.1227
H 5.9040 2.7522 3.1357 0.0778
H -1.4397 -2.8882 -7.1685 0.0827
H -8.1257 3.3341 -3.9136 0.0824
H -3.8836 -5.5323 -8.0677 0.0827
H -6.2510 3.4230 -1.1682 0.0718
N -0.2274 0.5300 5.8556 -0.0950
O 6.5601 -0.9769 0.2844 -0.3484
C -7.3830 3.6150 -4.6642 -0.0470
H -4.5710 3.4398 -0.3697 0.0785
H 1.3894 3.9199 5.0300 0.0595
O 2.5098 2.5586 2.6871 -0.0249
O -3.4823 -4.3815 -5.1799 0.0083
C -0.6618 0.1023 3.4435 -0.0247
H 1.6903 0.0738 1.5848 0.0872
H -2.8859 -8.2810 -5.3115 0.0874
H 8.4599 -3.0224 2.1657 0.1020
H -2.2905 3.3479 -3.2692 0.1224
C -3.5591 3.4288 -4.9936 -0.1810
O 1.4441 1.7782 -1.4099 -0.3109
C -1.1303 -4.4191 -5.6370 -0.5206
H -1.4785 2.7845 5.4296 0.0883
H -2.0037 2.5069 3.7514 0.0922
C -3.8637 -6.3856 -7.3836 -0.0296
H 5.8913 -3.1533 4.1573 0.1201
H 1.3689 -2.1184 0.6820 0.1100
H 0.9302 -5.0209 -5.7066 0.1161
H 2.8984 0.3429 0.3027 0.0916
C -6.0304 1.5235 -4.5785 -0.0134
H 4.5884 3.4803 -0.4795 0.0971
H -2.3988 -0.3944 7.8019 0.1169
C -6.0106 3.0746 -4.3377 -0.5020
C -3.2838 3.7421 -3.5136 -0.1335
C 0.0349 -5.1629 -6.3174 -0.1347
C 7.5282 -3.1582 1.6251 -0.2040
H 1.2636 -1.0521 -2.1625 0.1158
C 1.8781 0.0312 0.5145 -0.2270
H 1.2801 -1.7181 5.8892 0.0810
H 6.1060 5.1246 3.6277 0.1076
C -1.2636 2.2385 4.5049 -0.0383
H 3.3636 6.3710 3.0835 0.1274
H -3.2770 1.2998 -1.4759 0.0719
H -0.9388 -0.5020 -0.0668 0.1031
H 5.9263 -4.7019 1.5244 0.1163
C -3.0358 -7.2041 -5.1958 -0.0487
H -2.6236 -1.9398 5.1997 0.1065
H 3.5758 3.8655 6.0319 0.0774
O 1.1201 0.6914 5.4928 -0.0121
S 6.7456 -1.5096 1.6394 0.6885
C 5.1831 -2.1203 2.3592 -0.2326
H 0.6157 -1.1180 8.7044 0.0804
H 0.1570 -2.1567 -1.5577 0.1051
C -1.4756 -6.9684 -7.1348 -0.1390
H 7.6112 -3.4743 0.5878 0.1003
C -2.6187 0.2921 5.0299 -0.1349
C 4.4549 3.6796 1.7314 -0.4793
C 5.3176 5.6445 3.0820 -0.1903
C 0.2416 -0.2920 8.1007 -0.0338
C -0.1451 -6.6827 -6.4144 -0.1732
C -2.7365 -1.0297 5.7909 -0.1810
H -3.2920 4.8215 -3.3766 0.1189
H -2.8655 3.6911 -0.9536 0.0908
H -3.2410 2.4433 -5.3322 0.1056
H -0.1319 -0.8286 3.6744 0.0774
H 4.6514 5.7074 0.9904 0.1223
H 3.6562 2.5394 4.9080 0.0777
H -3.9329 -3.8602 -5.8557 0.1099
H -0.4806 -5.4186 -3.9338 0.0753
H 5.6076 6.7029 3.0387 0.1128
H -2.4247 -7.0206 -4.3019 0.0827
H -7.3294 4.7086 -4.7025 0.0846
C 0.6895 -1.2511 -1.2550 -0.2250
H -1.5103 -8.0641 -7.0695 0.1126
H 0.2570 -4.7301 -7.2935 0.1188
C -0.3374 -0.1788 -0.9162 -0.2002
C 1.8520 4.6767 4.3889 -0.0347
H -4.8378 -6.3972 -6.8986 0.0753
C 3.9944 3.5623 5.0661 -0.0210
C -0.3861 -0.6477 6.7277 -0.4972
H -0.9536 0.1869 -1.7322 0.0961
C 5.1519 5.0529 1.7066 -0.1323
N 3.2768 3.7315 2.6772 -0.1248
C -1.1114 -2.9521 -6.1274 -0.0443
H -1.7970 -2.3305 -5.5454 0.0747
H 0.5545 -2.6152 7.0340 0.0810
H -5.0087 1.2626 -4.8458 0.0548
H -2.9789 4.1735 -5.5467 0.1124
H 5.0631 3.7541 5.1375 0.0692
C -3.9681 1.5851 -2.2751 -0.0292
H 6.1542 4.9044 1.2941 0.1211
H -4.0389 4.9018 -1.1951 0.0914
C -3.9285 3.8152 -1.1666 -0.0342
H 4.8001 -1.2373 2.8764 0.1004
H -6.7722 1.1741 -5.2956 0.0766
H -0.2936 2.6606 4.2248 0.0551
C -2.6794 -6.3470 -6.3761 -0.4897
C 3.9039 3.3433 0.3611 -0.0366
C 5.3806 2.5537 2.2060 -0.0204
H -3.7886 -1.0737 6.0954 0.1071
O 0.0457 1.9229 0.7257 -0.3445
H 1.7792 5.6344 4.9075 0.0793
C -4.2214 3.0779 -2.4823 -0.5075
C 5.5267 -3.3768 3.1565 -0.2087
H -3.1450 1.0809 5.5690 0.1180
H -5.1901 3.7487 -6.3146 0.1280
H 1.7346 2.7984 2.1582 0.0747
H 4.6241 -3.9777 3.2720 0.1132
H -3.7157 1.0753 -3.1996 0.0725
H -0.3344 -2.3537 5.4167 0.0745
H 2.6419 -1.7992 -0.3663 0.1025
O 7.3026 -0.6464 2.6681 -0.3320
N -2.4426 -4.9683 -5.9041 -0.1326
S 0.7593 1.1566 -0.2900 0.6836
C 6.4935 -4.1156 2.2464 -0.2273
H -0.1433 -2.4526 -6.0466 0.0817
H 0.1076 0.6978 2.9500 0.0428
H -4.8868 1.1957 -1.8234 0.0837
H -1.4146 -6.8610 -8.2185 0.1176
H 6.1580 2.5826 1.4208 0.0907
C -5.0025 3.7916 -5.2385 -0.1570
H 1.1764 0.2482 7.8982 0.0695
H 1.4459 1.3196 6.1460 0.0956
C -0.8219 -4.3968 -4.1385 -0.0427
H -1.6558 -4.1343 -3.4902 0.0800
H 0.6711 -7.0561 -7.0372 0.1101
H 1.1593 4.6864 3.5439 0.0825
C 3.9727 5.7903 3.7815 -0.1414
H 7.1114 -4.8597 2.7592 0.1149
C -1.8638 -0.9761 7.0524 -0.1350
H 3.5947 2.3047 0.2418 0.0451
C -1.1731 0.7278 4.7572 -0.4928
C 0.2596 -1.9408 6.2291 -0.0426
H -7.8394 3.3338 -5.6133 0.0848
H -6.2911 0.9965 -3.6606 0.0746
H -3.1251 0.1726 4.0720 0.1161
H 3.0010 3.9233 0.1578 0.0948
O -6.5787 3.0456 -1.9871 -0.0162
H -0.0996 -7.2083 -5.4614 0.1083
H -4.0330 -6.9841 -4.8104 0.0814
H 0.0255 -3.7585 -3.8794 0.0748
```

Properties
HOMO-LUMO gap	0.284	Ha
LUMO energy	0.008	Eh
SMILES string	CC1(C)CCCC(C)(C)N1O.CC1(C)CCCC(C)(C)N1O.CC1(C)CCCC(C)(C)N1O.CC1(C)CCCC(C)(C)N1O.O=S1(=O)CCCC1.O=S1(=O)CCCC1

***

The records above yield E_HOMO values of -0.570, -0.276 Ha, respectively.
The records above yield energy above the lowest of the compared OMol25 structures with the same formula, charge and spin values of 36.3, 0.0 kcal per mole, respectively.
The records above yield strongest force on any atom values of 2.8, 2.9 eV Å⁻¹, respectively.